Entry 1:
ORCA calculation (ωB97M-V/def2-TZVPD) on a structure of composition C35H48AsN3RuS2Si4.

Values from the calculation:
- LUMO energy (alpha / beta) (eV) = -6.67 / -7.66
- 2S+1 = 5
- net charge = +2
- molecular weight (g/mol) = 863.3

Structure (XYZ):
```
94
C35H48AsN3RuS2Si4, DFT ωB97M-V/def2-TZVPD
Ru -0.9390 0.5697 0.5238
C 4.7888 0.5958 -0.1107
S 3.6702 1.8522 0.5272
C 2.1362 1.1304 0.2131
S 0.7826 2.1800 0.7205
N 2.0231 -0.0020 -0.3829
N 0.7076 -0.2994 -0.7152
C 0.5670 -0.8136 -1.8735
C -0.7711 -1.0023 -2.4288
C -0.9533 -1.5712 -3.6778
C -2.2426 -1.6440 -4.1932
C -3.2906 -1.1635 -3.4309
C -3.0118 -0.6280 -2.1792
N -1.7849 -0.5279 -1.6911
H 5.7851 1.0246 -0.0265
H 4.5649 0.3845 -1.1527
H 4.7238 -0.3127 0.4821
H 1.4452 -1.0481 -2.4687
H -0.1038 -1.9342 -4.2400
H -2.4197 -2.0712 -5.1706
H -4.3112 -1.2054 -3.7844
H -3.8164 -0.2700 -1.5466
C -3.3056 -3.4171 -0.7846
Si -2.6983 -2.9577 0.9249
C -3.8584 -3.8411 2.0990
C -0.9038 -3.4743 1.0748
Si -2.8633 -0.5511 1.3407
Si -4.8557 0.1536 2.4809
C -6.1130 -0.3477 1.1787
C -5.1476 -0.8022 4.0552
C -4.8434 1.9834 2.8271
Si -2.3272 2.4271 -0.5120
C -4.1536 2.2618 -0.8800
C -2.1424 3.8375 0.6994
C -1.4280 2.7278 -2.1227
H -3.3678 -4.5098 -0.7643
H -2.6201 -3.1470 -1.5852
H -4.3040 -3.0478 -1.0164
H -3.7623 -4.9164 1.9267
H -4.8937 -3.5756 1.8732
H -3.6802 -3.6661 3.1569
H -0.7629 -4.3816 0.4815
H -0.6142 -3.6941 2.1001
H -0.2181 -2.7188 0.6806
H -6.1936 -1.4320 1.0895
H -5.9092 0.0646 0.1898
H -7.0933 0.0292 1.4828
H -5.2141 -1.8786 3.8985
H -6.1118 -0.4686 4.4506
H -4.3991 -0.5926 4.8179
H -5.7686 2.2303 3.3555
H -4.8093 2.5971 1.9289
H -4.0100 2.2642 3.4741
H -4.7374 1.8384 -0.0668
H -4.3718 1.7219 -1.7988
H -4.5175 3.2837 -1.0304
H -2.6994 3.6722 1.6213
H -2.5861 4.7027 0.1936
H -1.1152 4.1003 0.9454
H -1.8225 2.1020 -2.9243
H -0.3504 2.5907 -2.0603
H -1.6117 3.7714 -2.3984
C -2.4419 3.4063 5.7947
C -2.5902 2.0725 6.1471
C -2.0218 1.0742 5.3669
C -1.3093 1.4223 4.2244
C -1.1520 2.7594 3.8732
C -1.7172 3.7510 4.6615
As -0.4552 0.0724 3.1409
C -0.7124 -1.5854 4.0756
C -1.8945 -2.2743 4.2788
C -1.8741 -3.4728 4.9778
C -0.6645 -3.9763 5.4416
C 0.5180 -3.2774 5.2479
C 0.5022 -2.0594 4.5774
C 1.6495 -1.1457 4.4116
C 2.9037 -1.3267 4.9787
C 3.8543 -0.3195 4.8867
C 3.5580 0.8766 4.2497
C 2.3141 1.0671 3.6615
C 1.3847 0.0474 3.7302
H -2.8814 4.1793 6.4100
H -3.1358 1.8059 7.0424
H -2.1154 0.0386 5.6679
H -0.5713 3.0369 3.0022
H -1.5859 4.7913 4.3950
H -2.8360 -1.8775 3.9152
H -2.7910 -4.0171 5.1609
H -0.6452 -4.9162 5.9763
H 1.4441 -3.6763 5.6392
H 3.1356 -2.2352 5.5178
H 4.8263 -0.4609 5.3394
H 4.2952 1.6669 4.2102
H 2.0853 2.0046 3.1747
```

=====

Entry 2:
ORCA calculation (ωB97M-V/def2-TZVPD) on a structure of composition C35H48BrIrN4O4P in a non-equilibrium geometry.

Values from the calculation:
- LUMO energy (alpha / beta) (eV) = -4.60 / -7.25
- 2S+1 = 6
- net charge = +2
- relative energy (zero: lowest compared OMol25 entry of this formula, charge and spin) (kJ/mol) = 0.0
- molecular weight (g/mol) = 891.9

Structure (XYZ):
```
94
C35H48BrIrN4O4P, DFT ωB97M-V/def2-TZVPD
Ir -0.3581 0.4608 -0.0902
C 1.8637 2.7582 -0.5539
C 2.7095 2.6163 0.7040
C 2.4995 1.4532 1.6432
C 3.4753 1.2361 2.6168
C 3.2634 0.3047 3.6122
C 2.0659 -0.3978 3.6118
C 1.1719 -0.1569 2.5931
N 1.3786 0.7327 1.6178
N 0.3961 2.8186 -0.3773
C -0.0103 3.7633 0.6869
C -0.7102 3.1392 1.8657
C -1.0090 3.9209 2.9786
C -1.7270 3.3633 4.0182
C -2.1339 2.0388 3.9114
C -1.7914 1.3374 2.7727
N -1.0912 1.8718 1.7760
C -0.2200 3.2663 -1.6382
C -0.0146 2.3235 -2.7849
C -0.0087 2.8051 -4.0891
C 0.0878 1.9109 -5.1374
C 0.1989 0.5599 -4.8426
C 0.2078 0.1703 -3.5170
N 0.0950 1.0238 -2.5012
H 2.0577 1.9268 -1.2259
H 2.1951 3.6738 -1.0706
H 2.6351 3.5205 1.3157
H 3.7541 2.6049 0.3753
H 4.3780 1.8262 2.5971
H 4.0042 0.1415 4.3783
H 1.8320 -1.1225 4.3759
H 0.2438 -0.7046 2.5365
H -0.6936 4.5070 0.2612
H 0.8465 4.3384 1.0434
H -0.6880 4.9510 3.0153
H -1.9712 3.9487 4.8919
H -2.7042 1.5611 4.6909
H -2.0799 0.3072 2.6352
H 0.1663 4.2612 -1.9086
H -1.2981 3.3584 -1.4716
H -0.0869 3.8657 -4.2690
H 0.0850 2.2581 -6.1583
H 0.2909 -0.1809 -5.6196
H 0.3337 -0.8722 -3.2651
Br -6.6036 1.4151 -2.7359
C -4.9157 1.2044 -1.9210
C -4.4384 2.1778 -1.0535
C -3.1953 2.0183 -0.4553
C -2.4037 0.8991 -0.7153
C -2.9229 -0.0774 -1.5678
C -4.1587 0.0712 -2.1827
H -5.0370 3.0527 -0.8435
H -2.8704 2.7928 0.2175
H -2.3732 -0.9858 -1.7664
H -4.5375 -0.6932 -2.8468
C 4.2000 -0.5172 -1.1138
C 3.0961 -0.6561 -2.1321
O 2.1514 -1.6700 -1.7849
P 1.0547 -1.6295 -0.6227
O 0.2650 -2.9525 -0.9910
C -0.5068 -3.2537 -2.1619
C 0.3543 -3.9022 -3.2219
O 1.7285 -2.0703 0.7344
C 2.3322 -3.3763 0.9834
C 3.6823 -3.1943 1.6307
H 4.8794 0.2684 -1.4381
H 4.7722 -1.4370 -1.0351
H 3.8171 -0.2640 -0.1250
H 3.4887 -0.9781 -3.1007
H 2.5454 0.2764 -2.2866
H -0.9878 -2.3421 -2.5240
H -1.2905 -3.9289 -1.8115
H 1.1521 -3.2393 -3.5504
H -0.2613 -4.1603 -4.0807
H 0.8051 -4.8150 -2.8425
H 2.3923 -3.9230 0.0409
H 1.6352 -3.8948 1.6443
H 4.3956 -2.7485 0.9464
H 4.0670 -4.1664 1.9295
H 3.6075 -2.5714 2.5180
C -2.0215 -3.7523 0.7677
C -2.1544 -2.4619 1.5710
C -3.6328 -1.9792 1.5376
C -1.6705 -2.6339 3.0047
O -1.4696 -1.4244 0.9493
H -2.4532 -4.5781 1.3301
H -0.9780 -3.9755 0.5725
H -2.5505 -3.6720 -0.1746
H -4.2278 -2.8127 1.9130
H -3.9428 -1.7450 0.5234
H -3.7973 -1.1135 2.1738
H -2.2737 -3.3909 3.5021
H -1.7509 -1.7115 3.5731
H -0.6359 -2.9688 3.0174
```

=====

Entry 3:
ORCA calculation (ωB97M-V/def2-TZVPD) on a cluster of 3 separate species, C35H48N2O3 in total.

Values from the calculation:
- LUMO energy (eV) = -0.99
- SMILES = C#CCc1c(CC(=O)c2ccccc2)cc(CC)c2c1C(=O)C=CC2=O.CCN(CC)CC.CCN(CC)CC
- molecular weight (g/mol) = 544.8

Structure (XYZ):
```
88
C35H48N2O3, DFT ωB97M-V/def2-TZVPD
C -1.7015 -4.7765 -6.9678
C -1.1143 -3.9610 -6.3182
C -0.3874 -2.9575 -5.5461
C 0.8704 -3.5364 -4.9124
C 0.8568 -4.0077 -3.5952
C -0.4000 -3.9115 -2.7596
C -0.6027 -2.5160 -2.1639
O -1.7126 -2.0683 -2.0065
C 0.5990 -1.7416 -1.6960
C 1.4635 -1.0878 -2.5636
C 2.5465 -0.3932 -2.0580
C 2.7906 -0.3457 -0.6957
C 1.9195 -0.9855 0.1698
C 0.8321 -1.6791 -0.3297
C 1.9967 -4.5497 -3.0347
C 3.1950 -4.6409 -3.7262
C 4.3965 -5.2140 -3.0118
C 5.1527 -4.1232 -2.2278
C 3.2294 -4.1468 -5.0257
C 2.0755 -3.5989 -5.6080
C 2.2109 -3.0276 -6.9930
O 1.3245 -3.0407 -7.8123
C 3.5416 -2.4332 -7.2954
C 4.6289 -2.9573 -6.7431
C 4.4875 -4.1344 -5.8425
O 5.3254 -5.0055 -5.8177
H -2.1608 -5.5225 -7.5686
H -1.0459 -2.5756 -4.7681
H -0.1216 -2.1123 -6.1789
H -1.2732 -4.1282 -3.3686
H -0.3515 -4.5986 -1.9147
H 1.2783 -1.1162 -3.6284
H 3.2269 0.1173 -2.7282
H 3.6496 0.1828 -0.3067
H 2.1035 -0.9322 1.2347
H 0.1672 -2.1698 0.3706
H 1.9447 -4.8947 -2.0084
H 4.0211 -5.9742 -2.3259
H 5.0510 -5.7190 -3.7100
H 6.2161 -4.3501 -2.1941
H 4.7613 -4.0457 -1.2149
H 5.0320 -3.1470 -2.6978
H 3.6128 -1.5910 -7.9707
H 5.6191 -2.5743 -6.9502
C -0.6019 5.9822 1.2899
C -0.4326 4.8002 0.3472
N 0.5886 3.8615 0.7775
C 0.9273 2.8762 -0.2352
C -0.1498 1.8708 -0.6610
C 0.4401 3.3486 2.1279
C -0.8571 2.6054 2.4770
H 0.3430 6.5098 1.4263
H -1.3272 6.6818 0.8723
H -0.9726 5.6788 2.2697
H -0.1299 5.1808 -0.6321
H -1.4157 4.3240 0.2019
H 1.8063 2.3248 0.1110
H 1.2562 3.4259 -1.1235
H -0.3004 1.0958 0.0882
H 0.1612 1.3695 -1.5790
H -1.1053 2.3582 -0.8571
H 0.5496 4.1866 2.8202
H 1.2956 2.6999 2.3348
H -1.7383 3.1082 2.0755
H -0.9736 2.5619 3.5625
H -0.8557 1.5787 2.1130
C -6.1050 3.3720 7.3606
C -4.8435 2.5282 7.4635
N -4.3986 1.9990 6.1865
C -3.3583 0.9935 6.3119
C -1.9956 1.4210 6.8732
C -4.2032 2.9788 5.1321
C -3.2014 4.1144 5.3817
H -6.9149 2.8057 6.8989
H -6.4247 3.6747 8.3585
H -5.9465 4.2823 6.7818
H -5.0534 1.6736 8.1124
H -4.0664 3.1197 7.9743
H -3.2093 0.5375 5.3290
H -3.7560 0.1972 6.9488
H -1.4083 1.9788 6.1443
H -1.4179 0.5340 7.1407
H -2.0949 2.0291 7.7728
H -5.1732 3.4236 4.8992
H -3.9172 2.4386 4.2257
H -3.2952 4.5388 6.3824
H -3.3773 4.9231 4.6691
H -2.1716 3.7866 5.2468
```

=====

Entry 4:
ORCA calculation (ωB97M-V/def2-TZVPD) on a structure of composition C35H49AlN6OS5 in a non-equilibrium geometry.

Values from the calculation:
- LUMO energy (alpha / beta) (eV) = 0.07 / 0.19
- relative energy (zero: lowest compared OMol25 entry of this formula, charge and spin) (kJ/mol) = 27.0
- molecular weight (g/mol) = 757.1

Structure (XYZ):
```
97
C35H49AlN6OS5, DFT ωB97M-V/def2-TZVPD
Al 1.7143 -0.3256 -0.0214
C 5.8449 0.1798 1.1997
C 4.3900 -0.0369 1.0534
N 3.7163 -0.0971 -0.0999
N 4.3899 -0.2507 -1.3488
C 3.7558 -0.5581 -2.5096
N 4.5055 -0.6834 -3.6355
S 2.0664 -0.8124 -2.4161
C 3.4830 -0.0085 2.1557
C 3.8513 0.0144 3.5066
C 2.9174 0.0509 4.5221
C 1.5826 0.2169 4.1084
C 1.2190 0.1616 2.7808
N 2.1688 -0.0064 1.8305
H 6.3664 0.3545 0.2516
H 6.3918 -0.6571 1.6813
H 5.9779 1.1181 1.8069
H 5.3617 -0.5087 -1.2142
H 5.4080 -0.2454 -3.7748
H 4.0718 -0.9263 -4.5108
H 4.9098 0.0131 3.7883
H 3.2845 0.0344 5.5552
H 0.7814 0.4152 4.8539
H 0.1730 0.2275 2.4380
C 0.2853 3.9904 -0.7007
C 1.2133 2.8178 -0.9222
C 2.6787 3.1497 -0.3836
C 1.3341 2.5550 -2.3882
C 0.7814 1.5562 -0.1544
H 0.6644 4.8740 -1.3104
H 0.1860 4.3244 0.3710
H -0.7164 3.7382 -1.0425
H 3.1690 3.9564 -0.9595
H 3.3406 2.2931 -0.4865
H 2.7028 3.4545 0.6747
H 1.6869 3.4503 -2.9138
H 0.3702 2.2920 -2.8078
H 2.0201 1.7387 -2.6433
H 0.2324 1.9308 0.7730
C -4.3722 4.5487 3.1355
C -4.8336 3.3658 2.2664
C -3.8378 2.1791 2.2590
C -2.5274 2.5170 1.5636
N -2.6818 2.6159 0.0806
C -2.3080 1.6435 -0.8273
S -1.5862 0.2147 -0.3360
N -2.6848 1.9421 -2.1046
C -2.5278 1.0755 -3.2507
C -3.5193 -0.1053 -3.3381
C -4.8803 0.2576 -4.0045
C -5.6197 1.4112 -3.3241
H -5.0137 5.4155 3.0393
H -3.3788 4.9774 2.8311
H -4.3895 4.3400 4.2032
H -4.9275 3.7474 1.2398
H -5.7881 3.0586 2.5408
H -4.3369 1.3348 1.7711
H -3.6103 1.8236 3.2566
H -1.7756 1.6755 1.7058
H -2.0556 3.4116 1.9767
H -3.1756 3.4509 -0.2419
H -3.0585 2.8805 -2.2666
H -1.5221 0.5856 -3.1164
H -2.5686 1.7155 -4.1716
H -3.6736 -0.4600 -2.3009
H -3.0040 -0.8795 -3.9674
H -5.4385 -0.6912 -3.9165
H -4.7633 0.4447 -5.0747
H -5.7102 1.3396 -2.2184
H -6.6507 1.5557 -3.6988
H -5.0636 2.3531 -3.4898
O 0.8632 -1.8706 0.3900
C 0.8714 -3.2948 0.4302
C 1.1315 -3.9169 -0.9578
C 0.1092 -4.0721 -1.9425
C 0.5679 -4.6362 -3.1471
C 1.8714 -4.9306 -3.1007
S 2.5921 -4.5257 -1.5763
C 1.8510 -3.8681 1.4494
C 2.0796 -3.3338 2.7019
C 2.7906 -4.1787 3.5877
C 3.1005 -5.3576 2.9876
S 2.4328 -5.4815 1.3840
C -0.5279 -3.7535 0.9082
C -1.7017 -3.2826 0.3912
C -2.8747 -3.8284 0.9854
C -2.5391 -4.7167 1.9589
S -0.8262 -4.9552 2.1609
H -0.8526 -3.6110 -1.8361
H -0.0705 -4.7752 -4.0349
H 2.5389 -5.2819 -3.8943
H 1.7245 -2.3360 2.9709
H 3.0688 -3.9277 4.6264
H 3.6812 -6.2178 3.3087
H -1.7887 -2.5054 -0.3853
H -3.9089 -3.6077 0.6762
H -3.1808 -5.2703 2.6289
```

=====

Entry 5:
ORCA calculation (ωB97M-V/def2-TZVPD) on a structure of composition C35H49BrI2N5O3PPb.

Values from the calculation:
- LUMO energy (eV) = 0.24
- molecular weight (g/mol) = 1159.7

Structure (XYZ):
```
97
C35H49BrI2N5O3PPb, DFT ωB97M-V/def2-TZVPD
Pb -0.9234 -0.1174 -1.3046
N -2.3424 1.4398 -2.9764
C -1.8547 2.7794 -3.3697
C -1.3594 3.6165 -2.1810
N -0.2457 3.0335 -1.4515
C 1.0849 3.5120 -1.8504
C 1.7296 2.7840 -3.0356
N 1.7763 1.3557 -2.8009
H -2.6067 0.8961 -3.7888
H -3.1490 1.5213 -2.3674
H -2.6496 3.3585 -3.8587
H -1.0348 2.6584 -4.0794
H -2.2094 3.7222 -1.5011
H -1.0883 4.6192 -2.5407
H -0.3549 3.1982 -0.4596
H 1.7357 3.3572 -0.9867
H 1.0598 4.5863 -2.0876
H 2.7253 3.2276 -3.1817
H 1.1577 2.9594 -3.9502
H 2.3388 1.1062 -1.9910
H 2.1602 0.8573 -3.5939
I -5.1161 -3.2967 -2.6072
C -5.2123 -1.7313 -1.2048
C -6.3679 -1.4951 -0.4761
C -6.4068 -0.4574 0.4233
I -8.2132 -0.1228 1.4717
C -5.2779 0.3525 0.6453
C -5.2289 1.4190 1.5709
C -4.0709 2.1223 1.7531
C -2.9463 1.7711 0.9951
N -2.9604 0.8151 0.1000
C -4.0849 0.0906 -0.0973
C -4.0356 -0.9678 -1.0936
O -3.0247 -1.2033 -1.8376
H -7.2353 -2.1244 -0.6195
H -6.1171 1.6682 2.1347
H -4.0158 2.9310 2.4679
H -2.0084 2.2996 1.1321
C -1.8184 -3.4244 2.1431
C -0.9283 -2.6761 1.1642
O -1.4180 -1.6672 0.6487
C 0.4071 -3.1897 0.9170
C 0.8753 -4.2989 1.6562
C 2.0999 -4.8700 1.4400
C 2.9292 -4.3509 0.4331
C 2.5305 -3.2638 -0.2914
C 1.2769 -2.6050 -0.0716
O 1.0279 -1.5512 -0.7504
H -2.7972 -2.9505 2.1390
H -1.4036 -3.3721 3.1502
H -1.9292 -4.4701 1.8596
H 0.2502 -4.7099 2.4364
H 2.4262 -5.7154 2.0302
H 3.8892 -4.8126 0.2351
H 3.1646 -2.8438 -1.0629
Br 0.6767 -0.7003 -7.2745
C 0.1804 -1.6230 -5.6948
C 0.3015 -3.0007 -5.6078
C -0.0894 -3.6130 -4.4286
C -0.5523 -2.8257 -3.3837
N -0.6342 -1.5054 -3.4754
C -0.2934 -0.9084 -4.6090
H 0.6873 -3.5705 -6.4414
H -0.0253 -4.6860 -4.3223
H -0.8677 -3.2557 -2.4418
H -0.3935 0.1698 -4.6429
C 1.5234 3.2564 3.3950
C 2.6716 2.3358 2.9795
C 3.6942 3.1470 2.1827
P 1.9808 0.9700 1.8885
C 3.4619 -0.1415 1.5431
C 4.4263 -0.4551 2.6845
C 4.2352 0.3515 0.3118
C 1.0684 -0.1296 3.1145
C -0.4304 0.1771 3.0528
C 1.5191 -0.1288 4.5746
H 1.9089 4.1233 3.9354
H 0.8093 2.7487 4.0418
H 0.9907 3.6170 2.5121
H 3.1473 1.9198 3.8712
H 3.2718 3.4514 1.2223
H 4.5996 2.5751 1.9902
H 3.9778 4.0483 2.7300
H 2.9673 -1.0742 1.2514
H 4.8193 0.4517 3.1472
H 5.2706 -1.0251 2.2902
H 3.9541 -1.0660 3.4506
H 5.0272 1.0475 0.5862
H 3.5719 0.8511 -0.3962
H 4.7017 -0.4936 -0.1980
H 1.2151 -1.1322 2.6947
H -0.6523 1.1655 3.4602
H -0.9852 -0.5590 3.6400
H -0.7943 0.1276 2.0294
H 1.2049 0.7872 5.0763
H 2.5949 -0.2299 4.6923
H 1.0487 -0.9686 5.0903
```